No. 1
Density functional theory data (ωB97M-V/def2-TZVPD) for a 2-piece molecular cluster, C22H49NO3PS overall.

Each atom is followed by the atoms it is bonded to, with distances in Å.
Geometry (Å):
1 C -5.531 -1.519 4.293  O2 1.418, H12 1.097, H13 1.101, H14 1.098
2 O -5.138 -0.555 3.329  C1 1.418, C3 1.392
3 C -4.789 -1.062 2.081  O2 1.392, S4 1.849, C5 1.550, H15 1.100
4 S -2.961 -1.321 1.966  C3 1.849, H16 1.346
5 C -5.102 0.033 1.030  C3 1.550, C6 1.542, O9 1.418, H17 1.103
6 C -4.705 -0.337 -0.413  C5 1.542, C7 1.532, H18 1.100, H19 1.100
7 C -4.017 0.829 -1.129  C6 1.532, N8 1.267, H20 1.098
8 N -3.336 0.738 -2.194  C7 1.267, H21 1.024
9 O -6.430 0.520 1.120  C5 1.418, C10 1.401
10 C -7.476 -0.358 0.802  O9 1.401, O11 1.412, H22 1.096, H23 1.101
11 O -7.850 -1.175 1.891  C10 1.412, H24 0.955
12 H -5.148 -1.197 5.269  C1 1.097
13 H -5.114 -2.513 4.070  C1 1.101
14 H -6.627 -1.572 4.337  C1 1.098
15 H -5.297 -2.013 1.861  C3 1.100
16 H -2.834 -2.515 2.574  S4 1.346
17 H -4.489 0.893 1.350  C5 1.103
18 H -5.600 -0.604 -0.995  C6 1.100
19 H -4.033 -1.208 -0.437  C6 1.100
20 H -4.120 1.818 -0.664  C7 1.098
21 H -3.335 -0.232 -2.519  N8 1.024
22 H -8.323 0.291 0.553  C10 1.096
23 H -7.238 -0.990 -0.068  C10 1.101
24 H -7.774 -2.093 1.636  O11 0.955
25 C 2.605 -3.261 -2.663  C26 1.525, H42 1.093, H43 1.090, H44 1.091
26 C 3.103 -1.858 -2.990  C25 1.525, C27 1.528, H45 1.094, H46 1.092
27 C 4.117 -1.344 -1.969  C26 1.528, C28 1.534, H47 1.091, H48 1.093
28 C 3.519 -0.916 -0.623  C27 1.534, P29 1.804, H49 1.097, H50 1.092
29 P 2.784 0.729 -0.527  C28 1.804, C30 1.815, C34 1.804, C38 1.809
30 C 4.000 1.896 -1.200  P29 1.815, C31 1.537, H51 1.092, H52 1.095
31 C 5.453 1.868 -0.700  C30 1.537, C32 1.532, H53 1.093, H54 1.092
32 C 5.749 2.425 0.696  C31 1.532, C33 1.524, H55 1.092, H56 1.092
33 C 5.163 3.804 0.975  C32 1.524, H57 1.091, H58 1.090, H59 1.092
34 C 2.591 1.116 1.225  P29 1.804, C35 1.534, H60 1.092, H61 1.092
35 C 1.684 0.291 2.147  C34 1.534, C36 1.524, H62 1.093, H63 1.094
36 C 0.182 0.431 1.932  C35 1.524, C37 1.524, H64 1.091, H65 1.087
37 C -0.318 1.870 1.868  C36 1.524, H66 1.092, H67 1.091, H68 1.093
38 C 1.368 1.068 -1.600  P29 1.809, C39 1.535, H69 1.095, H70 1.097
39 C 0.001 0.370 -1.567  C38 1.535, C40 1.539, H71 1.093, H72 1.089
40 C 0.002 -1.167 -1.491  C39 1.539, C41 1.526, H73 1.092, H74 1.094
41 C -0.339 -1.826 -2.824  C40 1.526, H75 1.090, H76 1.090, H77 1.093
42 H 2.151 -3.316 -1.670  C25 1.093
43 H 1.859 -3.592 -3.384  C25 1.090
44 H 3.432 -3.973 -2.689  C25 1.091
45 H 2.256 -1.169 -3.076  C26 1.094
46 H 3.583 -1.872 -3.971  C26 1.092
47 H 4.701 -0.524 -2.391  C27 1.091
48 H 4.833 -2.143 -1.762  C27 1.093
49 H 4.320 -0.867 0.125  C28 1.097
50 H 2.818 -1.663 -0.246  C28 1.092
51 H 3.569 2.895 -1.109  C30 1.092
52 H 4.009 1.684 -2.274  C30 1.095
53 H 6.026 2.454 -1.423  C31 1.093
54 H 5.847 0.851 -0.769  C31 1.092
55 H 6.835 2.484 0.787  C32 1.092
56 H 5.442 1.720 1.472  C32 1.092
57 H 5.639 4.565 0.354  C33 1.091
58 H 5.319 4.084 2.016  C33 1.090
59 H 4.089 3.853 0.788  C33 1.092
60 H 2.364 2.182 1.304  C34 1.092
61 H 3.610 1.004 1.601  C34 1.092
62 H 1.922 0.610 3.165  C35 1.093
63 H 1.971 -0.763 2.088  C35 1.094
64 H -0.329 -0.077 2.751  C36 1.091
65 H -0.112 -0.109 1.036  C36 1.087
66 H -0.210 2.370 2.832  C37 1.092
67 H -1.376 1.892 1.604  C37 1.091
68 H 0.210 2.468 1.121  C37 1.093
69 H 1.785 0.992 -2.610  C38 1.095
70 H 1.208 2.143 -1.450  C38 1.097
71 H -0.502 0.671 -2.488  C39 1.093
72 H -0.604 0.800 -0.771  C39 1.089
73 H -0.731 -1.489 -0.748  C40 1.092
74 H 0.968 -1.542 -1.139  C40 1.094
75 H -1.369 -1.604 -3.101  C41 1.090
76 H -0.231 -2.910 -2.770  C41 1.090
77 H 0.302 -1.461 -3.630  C41 1.093

Results
total charge = +1
E_HOMO = -11.3973 eV
2S+1 = 1
M = 438.7 g mol⁻¹

Atom charges from the Mulliken analysis, given in e for atoms 1 to 6: -0.696, -0.337, -0.323, -0.059, -0.148, -0.355

---

No. 2
Density functional theory data (ωB97M-V/def2-TZVPD) for a 9-piece molecular cluster, C22H50F6N6O14PS2 overall at a distorted geometry.

Each atom is followed by the atoms it is bonded to, with distances in Å.
Geometry (Å):
1 P -1.229 -1.164 0.354  F2 1.616, F3 1.632, F4 1.621, F5 1.627, F6 1.607, F7 1.619
2 F -0.406 -0.262 1.413  P1 1.616
3 F 0.188 -1.485 -0.389  P1 1.632
4 F -0.967 -2.468 1.282  P1 1.621
5 F -1.975 -2.054 -0.785  P1 1.627
6 F -2.659 -0.945 1.054  P1 1.607
7 F -1.426 0.163 -0.552  P1 1.619
8 C -5.113 0.068 -1.196  C9 1.513, H13 1.091, H14 1.089, H15 1.092
9 C -4.449 0.376 -2.520  C8 1.513, O10 1.225, N11 1.350
10 O -4.919 -0.007 -3.585  C9 1.225
11 N -3.260 1.007 -2.422  C9 1.350, C12 1.462, H16 1.003
12 C -2.503 1.397 -3.610  N11 1.462, H17 1.090, H18 1.087, H19 1.086
13 H -5.277 -1.006 -1.101  C8 1.091
14 H -6.078 0.559 -1.078  C8 1.089
15 H -4.476 0.336 -0.351  C8 1.092
16 H -2.840 1.127 -1.519  N11 1.003
17 H -1.720 2.086 -3.294  C12 1.090
18 H -3.203 1.940 -4.241  C12 1.087
19 H -2.069 0.511 -4.065  C12 1.086
20 C 1.179 0.033 -2.732  C21 1.507, H25 1.093, H26 1.084, H27 1.092
21 C 1.730 0.833 -3.883  C20 1.507, O22 1.227, N23 1.352
22 O 2.903 1.194 -3.872  C21 1.227
23 N 0.893 1.116 -4.907  C21 1.352, C24 1.439, H28 1.006
24 C 1.315 1.851 -6.069  N23 1.439, H29 1.089, H30 1.097, H31 1.086
25 H 0.144 -0.266 -2.911  C20 1.093
26 H 1.336 0.529 -1.781  C20 1.084
27 H 1.687 -0.933 -2.678  C20 1.092
28 H -0.069 0.897 -4.705  N23 1.006
29 H 2.159 1.322 -6.507  C24 1.089
30 H 1.674 2.856 -5.818  C24 1.097
31 H 0.482 2.028 -6.743  C24 1.086
32 C 5.097 0.909 -1.469  C33 1.519, H37 1.093, H38 1.087, H39 1.084
33 C 4.866 -0.218 -0.478  C32 1.519, O34 1.219, N35 1.355
34 O 5.716 -1.067 -0.275  C33 1.219
35 N 3.634 -0.281 0.082  C33 1.355, C36 1.443, H40 1.005
36 C 3.249 -1.288 1.041  N35 1.443, H41 1.092, H42 1.090, H43 1.089
37 H 5.355 0.323 -2.355  C32 1.093
38 H 5.999 1.471 -1.240  C32 1.087
39 H 4.230 1.533 -1.653  C32 1.084
40 H 2.960 0.412 -0.191  N35 1.005
41 H 4.057 -1.386 1.768  C36 1.092
42 H 3.054 -2.279 0.629  C36 1.090
43 H 2.355 -0.985 1.585  C36 1.089
44 C 5.338 1.276 4.273  C45 1.507, H49 1.092, H50 1.088, H51 1.094
45 C 3.852 1.507 4.187  C44 1.507, O46 1.221, N47 1.347
46 O 3.209 1.823 5.176  C45 1.221
47 N 3.323 1.472 2.950  C45 1.347, C48 1.462, H52 1.006
48 C 1.970 1.920 2.626  N47 1.462, H53 1.087, H54 1.090, H55 1.089
49 H 5.586 0.649 5.132  C44 1.092
50 H 5.841 2.230 4.416  C44 1.088
51 H 5.785 0.717 3.446  C44 1.094
52 H 3.873 1.217 2.148  N47 1.006
53 H 1.262 1.111 2.787  C48 1.087
54 H 2.020 2.233 1.583  C48 1.090
55 H 1.706 2.814 3.189  C48 1.089
56 C -0.645 -0.159 4.622  C57 1.512, H61 1.089, H62 1.090, H63 1.090
57 C -1.942 0.584 4.850  C56 1.512, O58 1.227, N59 1.348
58 O -2.042 1.382 5.777  C57 1.227
59 N -2.952 0.396 3.977  C57 1.348, C60 1.441, H64 1.008
60 C -4.240 1.034 4.085  N59 1.441, H65 1.091, H66 1.094, H67 1.087
61 H -0.585 -0.568 3.614  C56 1.089
62 H -0.434 -1.015 5.265  C56 1.090
63 H 0.102 0.599 4.859  C56 1.090
64 H -2.795 -0.173 3.161  N59 1.008
65 H -4.143 2.050 4.468  C60 1.091
66 H -4.895 0.528 4.801  C60 1.094
67 H -4.709 1.034 3.105  C60 1.087
68 C -0.210 4.738 5.386  C69 1.519, H73 1.098, H74 1.083, H75 1.088
69 C -0.670 4.779 3.938  C68 1.519, O70 1.221, N71 1.360
70 O -0.455 5.722 3.193  C69 1.221
71 N -1.247 3.619 3.524  C69 1.360, C72 1.449, H76 1.009
72 C -1.413 3.252 2.133  N71 1.449, H77 1.089, H78 1.093, H79 1.090
73 H -1.134 4.764 5.980  C68 1.098
74 H 0.375 5.597 5.689  C68 1.083
75 H 0.273 3.789 5.607  C68 1.088
76 H -1.249 2.893 4.225  N71 1.009
77 H -2.454 3.231 1.813  C72 1.089
78 H -0.970 2.266 1.975  C72 1.093
79 H -0.821 3.946 1.537  C72 1.090
80 C 1.002 -4.642 0.571  C81 1.534, O86 1.444, H87 1.087, H88 1.083
81 C -0.333 -4.884 -0.146  C80 1.534, O82 1.429, H89 1.088, H90 1.089
82 O -0.245 -6.148 -0.807  C81 1.429, S83 1.597
83 S 1.176 -6.837 -0.565  O82 1.597, O84 1.417, O85 1.422, O86 1.593
84 O 1.717 -7.290 -1.794  S83 1.417
85 O 1.086 -7.760 0.513  S83 1.422
86 O 1.924 -5.497 -0.140  C80 1.444, S83 1.593
87 H 0.984 -4.973 1.606  C80 1.087
88 H 1.278 -3.607 0.412  C80 1.083
89 H -0.581 -4.123 -0.883  C81 1.088
90 H -1.162 -4.898 0.561  C81 1.089
91 C -1.539 -2.272 -4.224  C92 1.529, O97 1.431, H98 1.095, H99 1.088
92 C -2.952 -2.505 -4.760  C91 1.529, O93 1.424, H100 1.090, H101 1.089
93 O -3.157 -1.441 -5.684  C92 1.424, S94 1.592
94 S -1.798 -1.092 -6.436  O93 1.592, O95 1.418, O96 1.421, O97 1.615
95 O -1.725 0.302 -6.683  S94 1.418
96 O -1.600 -1.993 -7.518  S94 1.421
97 O -0.847 -1.471 -5.188  C91 1.431, S94 1.615
98 H -1.046 -3.248 -4.166  C91 1.095
99 H -1.493 -1.832 -3.230  C91 1.088
100 H -3.671 -2.356 -3.953  C92 1.090
101 H -3.152 -3.474 -5.214  C92 1.089

Results
total charge = -1
E_HOMO = -7.6655 eV
2S+1 = 1
M = 831.8 g mol⁻¹

Atom charges from the Mulliken analysis, given in e for atoms 1 to 6: 1.728, -0.396, -0.319, -0.392, -0.388, -0.497